{"formula": "C44H48KOSb2", "method": "ωB97M-V/def2-TZVPD", "symbols": ["K", "C", "Sb", "C", "C", "C", "C", "C", "C", "C", "C", "C", "Sb", "C", "C", "H", "H", "H", "H", "H", "H", "H", "H", "H", "H", "H", "H", "H", "H", "H", "H", "H", "H", "H", "H", "C", "C", "C", "C", "C", "C", "C", "C", "H", "H", "H", "H", "H", "C", "C", "C", "C", "C", "C", "C", "O", "C", "C", "C", "H", "H", "H", "H", "H", "H", "H", "H", "H", "H", "H", "H", "C", "C", "C", "C", "C", "C", "C", "C", "C", "C", "C", "C", "C", "C", "H", "H", "H", "H", "H", "H", "H", "H", "H", "H", "H"], "positions_angstrom": [[0.6842, 0.2430, -1.7053], [-2.5952, 1.1001, 3.2639], [-1.3256, -0.1824, 2.2577], [0.4949, 1.1081, 2.5784], [-0.9461, -1.6872, 3.8253], [-1.8755, -2.8650, 3.9331], [-2.8650, -2.8315, 4.9244], [-3.6902, -3.9181, 5.1590], [-3.5507, -5.0742, 4.4792], [-2.6237, -5.1172, 3.4149], [-1.8592, -4.0338, 3.0628], [-1.1835, -3.8603, 1.7211], [-2.5988, -3.2625, 0.1896], [-4.0931, -2.1938, 1.3145], [-3.5914, -5.1584, 0.0695], [-2.1767, 1.6211, 4.1620], [-3.4731, 0.5469, 3.6041], [-2.9720, 1.9145, 2.5157], [1.1068, 1.0783, 1.6617], [1.0782, 0.7427, 3.4090], [0.0630, 2.0977, 2.8096], [-0.8962, -1.1159, 4.7501], [0.1140, -1.8669, 3.5634], [-2.8658, -2.0477, 5.7068], [-4.4090, -3.8113, 5.9654], [-4.2576, -5.8827, 4.6692], [-2.5039, -5.9705, 2.7748], [-0.7420, -4.7536, 1.2474], [-0.4589, -3.0458, 1.8475], [-4.8192, -2.9378, 1.6281], [-4.6765, -1.5845, 0.5399], [-3.8425, -1.5649, 2.1407], [-3.9224, -5.5508, 1.0170], [-2.7986, -5.7842, -0.3049], [-4.3219, -5.1284, -0.7294], [2.5976, -1.1085, -2.9764], [1.9982, -1.0344, -4.0580], [1.1677, -0.7215, -5.1983], [1.6154, 0.2570, -6.1298], [0.7394, 0.6661, -7.0917], [-0.5343, 0.1824, -7.2039], [-0.9288, -0.9056, -6.4695], [-0.0513, -1.3871, -5.3918], [2.6603, 0.5262, -6.0654], [0.9989, 1.5183, -7.6892], [-1.2930, 0.6236, -7.8591], [-1.9865, -1.1938, -6.3562], [-0.2783, -2.2541, -4.7635], [8.0399, -2.3674, -0.5520], [6.9751, -1.3604, -0.3385], [5.7936, -1.6950, 0.2817], [4.8070, -0.7361, 0.4727], [3.4526, -1.2696, 1.0072], [5.0246, 0.6114, 0.0841], [3.9110, 1.5382, 0.0266], [2.7513, 1.2533, 0.0330], [6.2424, 1.0062, -0.5552], [6.4416, 2.3821, -1.1274], [7.1449, -0.0320, -0.6736], [8.4070, -2.3343, -1.6079], [7.5936, -3.3205, -0.3119], [8.8267, -2.2430, 0.1498], [5.6490, -2.7277, 0.5490], [3.5644, -2.0818, 1.6471], [2.8684, -1.5094, 0.0821], [2.7760, -0.5485, 1.5556], [4.2018, 2.6005, -0.0668], [6.2620, 3.2360, -0.4911], [5.6662, 2.4519, -1.9459], [7.4476, 2.4125, -1.6072], [8.0690, 0.2110, -1.1438], [-1.1508, 6.2846, 1.9367], [0.0548, 5.7099, 1.6530], [0.1510, 4.4585, 1.0486], [-0.9928, 3.7646, 0.6351], [-2.2669, 4.3250, 0.8498], [-2.2994, 5.5290, 1.6060], [-0.6961, 2.5403, -0.1300], [-1.4077, 1.8157, -0.9770], [-2.6865, 2.2205, -1.4549], [-3.8848, 1.9060, -0.7710], [-5.1009, 1.9135, -1.4273], [-5.2771, 2.3614, -2.6958], [-4.1275, 2.7929, -3.3832], [-2.8997, 2.7373, -2.7161], [-1.3272, 7.3135, 2.2857], [0.9740, 6.2062, 1.9665], [1.1472, 4.1207, 0.8932], [-3.2139, 3.9214, 0.4828], [-3.2457, 5.9687, 1.8028], [0.3781, 2.2209, 0.0797], [-3.8897, 1.6318, 0.3033], [-5.9965, 1.5466, -0.8240], [-6.2210, 2.5202, -3.2158], [-4.2386, 3.2025, -4.3831], [-2.0097, 3.1189, -3.2462]], "homo_energy_ev": -3.77, "fmax_ev_per_a": 3.7, "total_charge": -1, "orbital_gap_ev": 5.91, "relative_energy_ev": 0.130}